Density functional theory data (the ωB97M-V functional and the def2-TZVPD basis) for the ion C17H26FN5OPS with charge +1 at a distorted geometry.

```
52
C17H26FN5OPS (the ωB97M-V functional and the def2-TZVPD basis)
C 4.293 -0.013 5.373
C 3.827 -0.096 4.031
C 3.248 0.019 2.505
N 1.766 -0.211 2.346
C 0.601 -0.174 3.308
N 0.684 0.090 4.795
C 0.575 1.425 5.099
S 0.256 3.014 5.630
C -0.842 -0.483 2.541
C -2.323 -0.519 3.242
C -3.226 -1.843 2.897
C -2.367 -3.201 2.569
F -3.369 -4.326 2.477
N -0.376 -0.657 1.113
C -1.305 -0.923 -0.060
C -1.636 0.446 -0.956
C -0.765 0.444 -2.384
C -1.580 1.330 -3.493
N -0.937 1.421 -4.856
C -0.256 0.141 -5.283
C -0.068 2.645 -5.029
C 1.306 3.001 -4.208
O -0.429 3.533 -5.996
C 1.155 -0.529 0.965
P 2.252 -0.708 -0.606
N 3.393 -1.892 -0.460
H 4.858 -0.302 6.379
H 3.922 -0.705 1.837
H 3.470 1.108 2.084
H -2.226 -0.430 4.429
H -2.931 0.420 2.837
H -3.918 -2.064 3.829
H -3.944 -1.561 2.011
H -1.829 -3.183 1.519
H -1.643 -3.390 3.468
H -0.797 -1.774 -0.706
H -2.339 -1.349 0.294
H -1.511 1.437 -0.346
H -2.777 0.331 -1.287
H 0.300 0.859 -2.099
H -0.662 -0.711 -2.660
H -1.621 2.445 -3.067
H -2.725 1.013 -3.604
H -0.950 -0.802 -5.052
H 0.756 -0.011 -4.682
H -0.006 0.227 -6.441
H 1.369 2.567 -3.123
H 1.470 4.183 -4.193
H 2.237 2.585 -4.831
H 2.895 0.581 -0.840
H 1.487 -1.091 -1.800
H 3.239 -2.318 0.484
```

Values from the calculation:
charge: +1
LUMO energy: -4.629 eV
structure (SMILES): C#CCn1c(N=C=S)c(CCCF)[n+](CCCCN(C)C(C)=O)c1[PH2]=N
largest force on an atom: 10.08 eV/Å